The following is a DFT calculation (the ωB97M-V functional and the def2-TZVPD basis) of 11 unconnected molecules or ions with the total composition C38H77N11O6 at a distorted geometry.

Output
- ΔE to the lowest compared entry with this formula, charge and spin (kcal per mole) = 78.6
- LUMO (eV) = 0.431
- largest force on an atom (eV/Å) = 6.13

Positions of all 132 atoms, in Å:
C -22.805 -8.979 -2.917
H -26.270 -6.499 -6.261
C -24.015 -2.768 -3.520
H -17.456 -9.856 -8.748
H -27.157 -6.266 -9.604
O -24.871 0.118 -5.506
C -26.619 -7.112 -5.440
H -22.393 -8.833 -1.890
C -26.031 -6.530 -4.136
O -19.114 -7.995 -5.272
N -27.239 -4.250 -3.644
H -23.176 -1.175 -6.323
N -23.833 -1.467 -13.606
H -21.257 -2.780 -7.932
H -26.352 -0.673 -7.517
H -17.906 -7.155 -6.689
H -25.547 -8.904 -11.620
H -20.437 -0.277 -10.350
C -28.166 -7.270 -5.355
H -24.287 -2.843 -11.062
H -27.203 -3.759 0.332
H -17.181 -8.035 -8.395
H -23.032 -3.790 -10.206
H -25.169 -9.893 -9.828
H -21.964 -1.647 -5.125
H -19.124 -5.445 -2.640
C -22.977 -3.946 -13.218
H -23.333 -5.602 -11.875
H -20.638 -1.401 -11.807
C -25.688 -9.173 -9.197
H -22.051 -0.752 -10.940
H -23.243 -8.018 -3.163
H -25.812 -6.511 -8.557
O -24.500 -12.073 -2.149
H -20.304 -6.616 -1.978
C -20.405 -3.319 -10.380
H -25.691 -5.867 0.791
C -24.497 -10.002 -4.285
C -23.902 -4.796 0.527
C -27.298 -1.278 -7.475
H -26.185 -8.101 -5.563
C -22.484 -6.062 -6.802
C -27.964 -3.688 -6.986
O -25.236 -4.240 -7.132
H -20.226 -5.871 -6.922
H -17.265 -6.711 -1.567
H -23.026 -4.430 -14.236
H -27.859 -4.404 -7.796
N -26.931 -2.668 -7.118
C -18.257 -6.801 -1.192
H -27.844 -0.796 -6.643
H -25.660 -0.835 -3.862
H -23.764 -9.863 -5.091
C -22.585 -7.787 -8.550
H -28.579 -6.222 -5.309
H -22.906 -10.907 -1.455
H -24.678 -4.349 -10.235
C -26.712 -5.249 -3.874
N -26.128 -8.093 -9.882
C -19.231 -6.489 -2.245
H -23.541 -8.040 -6.659
O -25.794 -9.409 -7.997
H -23.627 -3.723 0.532
H -24.982 -2.226 -7.686
C -21.626 -2.080 -8.658
H -21.940 -9.160 -3.574
H -20.441 -9.820 -7.651
C -19.789 -5.787 0.444
H -18.143 -4.860 -0.302
C -26.656 -7.007 -9.039
H -25.824 -2.966 -0.242
H -27.821 -1.193 -8.411
H -21.214 -5.717 -8.471
H -23.046 -2.860 -2.990
H -27.367 -7.398 -8.302
C -26.012 -7.966 -11.311
H -27.904 -4.150 -6.007
H -26.269 -7.251 -3.340
H -22.908 -2.929 -6.004
H -28.477 -7.745 -4.426
H -28.598 -7.817 -6.226
H -22.678 -2.316 -8.598
H -24.851 -2.665 -2.831
H -21.901 -3.941 -12.889
C -17.843 -8.902 -8.462
H -25.515 -4.437 1.866
C -23.813 -4.643 -12.112
H -24.968 -6.250 -4.155
C -21.175 -5.493 -7.423
H -22.643 -5.918 -5.716
H -24.164 -3.781 -3.873
N -20.966 -2.183 -9.963
C -18.397 -5.845 0.015
H -18.468 -8.604 -9.361
H -23.321 -5.236 1.319
C -25.406 -4.843 0.850
C -25.631 -3.083 -7.306
C -24.846 -0.777 -4.656
N -23.332 -5.818 -1.811
H -19.738 -10.213 -6.084
H -19.137 -7.172 -3.087
C -26.222 -3.981 -0.117
H -24.881 -4.854 -12.453
C -22.960 -1.947 -5.565
H -20.317 -4.046 -9.593
C -23.570 -5.421 -0.757
C -23.405 -2.528 -13.343
C -21.032 -1.080 -10.819
H -21.173 -4.413 -7.262
H -26.384 -4.321 -1.145
C -19.532 -10.058 -7.153
H -25.202 -9.166 -4.260
N -23.789 -10.027 -3.055
H -21.437 -1.089 -8.282
N -24.025 -1.856 -4.594
H -23.308 -5.521 -7.307
C -18.517 -8.024 -6.346
N -18.583 -9.025 -7.241
H -26.953 -7.879 -11.798
C -23.714 -11.129 -2.223
H -17.823 -6.166 0.878
C -23.935 -3.864 -10.835
C -22.664 -7.586 -7.077
H -19.015 -10.915 -7.603
H -28.919 -3.175 -7.060
H -25.399 -7.111 -11.606
H -25.062 -10.931 -4.331
N -20.967 -5.720 0.674
N -22.685 -7.963 -9.649
H -21.725 -8.019 -6.625
H -18.343 -7.858 -0.922
O -19.927 -3.427 -11.511